(1)
# C5H6O

C5H6O in the gas phase (wB97M-V/def2-TZVPD, OMol25).

Structure (XYZ):
```
12
Properties=species:S:1:pos:R:3:lowdin_charge:R:1
C -2.32 -0.04 -0.05 0.00
C -1.10 -0.49 -0.40 -0.14
C 0.04 -0.68 0.53 -0.16
O 1.12 -1.45 -0.05 0.05
C 1.46 -0.19 0.01 -0.31
C 2.17 0.88 -0.19 0.05
H -2.94 0.34 -0.84 0.04
H -2.68 0.37 0.98 0.10
H -0.74 -0.82 -1.33 0.10
H 0.04 -0.61 1.63 0.15
H 3.16 0.85 -0.56 0.04
H 1.80 1.83 0.27 0.08
```

HOMO energy   -0.3348 Eh
SMILES   C=C[C@H]1OC1=C
LUMO energy   1.09 eV
Largest force on an atom   0.0917 hartree/bohr

(2)
# C5H5NS

C5H5NS in the gas phase (wB97M-V/def2-TZVPD, OMol25).

Structure (XYZ):
```
12
Properties=species:S:1:pos:R:3:lowdin_charge:R:1
C 0.21 -1.60 -2.43 0.12
C 0.31 -1.06 -1.35 -0.09
C 0.35 -0.51 -0.01 -0.28
C -0.97 -0.35 0.77 -0.01
N -0.20 0.80 0.21 -0.12
C 0.39 1.75 0.91 -0.74
S -0.19 2.53 2.23 0.62
H 0.25 -1.91 -3.45 0.03
H 1.24 -0.80 0.58 0.16
H -0.79 -0.47 1.84 0.11
H -1.90 -0.57 0.23 0.12
H 1.31 2.18 0.48 0.07
```

HOMO energy   -0.3180 Eh
SMILES   C#C[C@@H]1CN1C=S
LUMO energy   0.24 eV
Largest force on an atom   0.0542 hartree/bohr

(3)
# C6H5N

C6H5N in the gas phase (wB97M-V/def2-TZVPD, OMol25).

Structure (XYZ):
```
12
Properties=species:S:1:pos:R:3:lowdin_charge:R:1
C 0.09 -0.07 2.37 0.13
C -0.06 0.56 1.35 -0.10
C -0.25 1.25 0.09 -0.29
N -1.32 0.83 -0.81 0.07
C 0.06 0.51 -1.17 -0.29
C 0.53 -0.86 -1.06 -0.10
C 0.90 -1.99 -0.92 0.13
H 0.23 -0.64 3.26 0.03
H -0.07 2.33 0.11 0.14
H -1.78 0.01 -0.44 0.11
H 0.44 1.08 -2.02 0.14
H 1.23 -3.00 -0.77 0.03
```

HOMO energy   -0.3443 Eh
SMILES   C#C[C@@H]1N[C@@H]1C#C
LUMO energy   1.10 eV
Largest force on an atom   0.0116 hartree/bohr